C27H62ClNNbO12 | ωB97M-V/def2-TZVPD

Values from the calculation:
**Total charge**: -1
**E**: -2540.237356 Eh
**LUMO level**: 2.26 eV
**HOMO-LUMO gap**: 6.3 eV
**Multiplicity**: 1
**Strongest force on any atom**: 5.504 eV/Å

Each line ends with the Mulliken charge.
Cartesian coordinates (Å):
C: -4.79427 -1.42843 -3.67966  -0.518
C: -4.64503 -0.63198 -2.50640  -0.340
Nb: -3.81103 -1.41267 -0.49955  -0.374
O: -5.10726 -0.04278 0.43195  -0.856
C: -2.97230 -2.20666 1.45018  -0.682
C: -3.12818 -1.25523 2.73045  -0.345
C: -1.84551 -0.32780 3.04171  0.015
N: -2.14104 1.14206 3.07030  -0.673
C: -2.12139 0.12617 -0.72808  0.253
O: -0.83581 -0.45566 -1.15013  -0.292
C: -0.87186 -0.83714 -2.54291  -0.384
C: -5.40667 -3.04463 -0.47083  -0.648
C: -4.89396 -4.54396 -0.63636  0.468
O: -5.74209 -5.39744 -1.00939  -0.544
Cl: -3.20570 -5.15380 -0.31994  -0.165
H: -5.85611 -1.63811 -4.07905  0.233
H: -3.91813 -1.82328 -4.28417  0.202
H: -4.99279 0.46834 -2.53911  0.229
H: -2.74332 -2.57817 -1.40741  0.117
H: -4.53014 0.63808 0.85528  0.253
H: -1.84611 -2.45430 1.36600  0.160
H: -3.48660 -3.20120 1.70133  0.373
H: -4.05414 -0.59463 2.74498  0.403
H: -3.23053 -1.95475 3.64486  0.171
H: -1.02447 -0.56105 2.29031  0.193
H: -1.46093 -0.59452 4.09557  -0.026
H: -1.67427 1.58257 2.26177  0.209
H: -3.14733 1.33722 3.02186  0.249
H: -2.47474 0.95584 -1.42927  0.528
H: -1.93766 0.61467 0.29844  -0.321
H: -1.87748 -0.60666 -3.03504  0.174
H: -0.66000 -1.96707 -2.60868  0.204
H: -0.05741 -0.32797 -3.16468  0.003
H: -6.10050 -2.84435 -1.35818  0.353
H: -6.00958 -2.89984 0.49255  0.329
C: 1.08658 6.91901 2.43491  -0.864
O: 1.22603 6.26265 1.18558  -0.243
C: 2.43530 6.55840 0.50359  -0.486
C: 3.21361 5.30140 0.10930  -0.124
O: 3.68550 4.47206 1.16914  -0.475
C: 2.71695 3.82447 1.99393  -0.359
C: 1.78710 2.81990 1.30924  -0.323
O: 0.92361 3.43540 0.36621  -0.275
C: 0.91098 2.82279 -0.90958  -0.597
H: 0.53369 7.85143 2.30252  0.263
H: 0.51134 6.26551 3.09858  0.242
H: 2.05058 7.11982 2.91165  0.413
H: 3.08319 7.21309 1.09678  0.345
H: 2.16817 7.10042 -0.41210  0.366
H: 4.11346 5.63533 -0.41877  0.438
H: 2.66393 4.70477 -0.61754  -0.081
H: 2.15258 4.56071 2.56218  0.083
H: 3.29916 3.26907 2.73719  0.429
H: 1.15515 2.35827 2.07581  0.257
H: 2.38491 2.02713 0.84808  0.326
H: 1.85550 2.32268 -1.14394  0.410
H: 0.75170 3.60224 -1.66019  0.234
H: 0.08489 2.10875 -0.96935  0.082
C: -0.00995 3.33349 -7.42088  -0.829
O: 1.35837 3.06658 -7.15687  -0.303
C: 1.71952 3.17853 -5.78776  -0.465
C: 2.41438 1.92371 -5.25574  -0.327
O: 1.65504 0.71696 -5.24752  -0.420
C: 1.25056 0.17541 -6.50275  -0.284
C: 2.36374 -0.25516 -7.46128  -0.529
O: 3.14477 0.84089 -7.91671  -0.276
C: 4.53966 0.66692 -7.78132  -0.845
H: -0.13530 4.38320 -7.69443  0.273
H: -0.31846 2.71431 -8.26948  0.246
H: -0.65505 3.08825 -6.57241  0.395
H: 0.85169 3.40439 -5.15900  0.336
H: 2.41660 4.02141 -5.70303  0.356
H: 2.66246 2.11582 -4.20640  0.460
H: 3.37270 1.76059 -5.74734  0.046
H: 0.54520 0.84345 -6.99211  0.084
H: 0.67428 -0.72234 -6.25447  0.425
H: 1.90089 -0.71219 -8.34275  0.381
H: 2.98458 -1.01642 -6.97778  0.359
H: 4.79986 0.00130 -6.95319  0.407
H: 4.98634 1.64330 -7.57693  0.236
H: 4.95977 0.28200 -8.71570  0.264
C: 3.64024 -3.97100 6.49022  -0.841
O: 2.33407 -4.23746 6.97402  -0.284
C: 1.59425 -3.07635 7.32338  -0.545
C: 0.23226 -3.01204 6.62904  -0.296
O: 0.23345 -2.92502 5.20637  -0.387
C: 0.75293 -4.03094 4.47084  -0.335
C: 0.02245 -5.36715 4.62358  -0.519
O: 0.11752 -5.89248 5.94091  -0.297
C: -1.11635 -6.27332 6.51316  -0.810
H: 4.35656 -4.02267 7.31302  0.267
H: 3.89514 -4.74475 5.75882  0.246
H: 3.71158 -2.99972 5.99229  0.401
H: 2.15420 -2.16066 7.10493  0.361
H: 1.42795 -3.11069 8.40728  0.363
H: -0.25971 -2.09618 6.97369  0.418
H: -0.41889 -3.82227 6.95467  0.107
H: 1.81928 -4.14044 4.65716  0.036
H: 0.67151 -3.73824 3.41865  0.497
H: 0.48976 -6.09352 3.94998  0.374
H: -1.02061 -5.24775 4.31369  0.356
H: -1.95693 -5.69607 6.11747  0.385
H: -1.06355 -6.09007 7.58956  0.238
H: -1.28837 -7.34180 6.35122  0.265



C27H62F3N8O6 | ωB97M-V/def2-TZVPD

Values from the calculation:
**Total charge**: +1
**E**: -2254.372467 Eh
**LUMO level**: -4.62 eV
**HOMO-LUMO gap**: 5.9 eV
**Multiplicity**: 1
**Strongest force on any atom**: 11.758 eV/Å

Each line ends with the Mulliken charge.
Cartesian coordinates (Å):
O: 0.59649 0.24417 -0.40980  -0.459
C: 0.94308 1.19993 -1.30889  0.749
N: 1.09082 2.38395 -2.03768  -0.428
C: -0.09427 3.27851 -1.74842  0.348
C: -0.24609 4.69140 -0.92802  -0.354
N: -1.73352 4.94593 -1.04135  -0.084
C: -2.37765 3.84792 -1.85858  -0.048
C: -3.92563 3.56513 -2.31848  -0.391
C: -4.79493 3.20737 -0.95297  -0.782
C: -6.30260 2.68922 -1.41889  0.922
F: -6.57581 1.33962 -0.85371  -0.231
F: -6.47838 2.63022 -2.89265  -0.260
F: -7.27939 3.70495 -0.90940  -0.265
N: -1.40813 2.77408 -2.31119  -0.075
H: 0.62286 5.29183 -0.41826  0.398
H: -2.23502 5.75810 -0.61956  0.305
H: -3.91329 2.57317 -2.96118  0.230
H: -4.40303 4.40446 -2.98026  0.389
H: -4.27201 2.31735 -0.39082  0.310
H: -4.84615 4.16121 -0.24833  0.342
H: -1.56044 1.89058 -2.85879  0.347
C: 1.02355 -5.05821 -2.17296  -1.279
C: 0.33530 -3.69562 -2.14388  0.348
C: 0.42420 -2.93149 -3.48504  -0.755
O: 1.69513 -2.32238 -3.73081  -0.363
C: 2.67089 -3.19926 -4.27105  -0.612
N: 0.88929 -2.90493 -1.03500  -0.566
H: 2.11250 -4.98184 -2.13435  0.122
H: 0.71581 -5.65778 -1.30852  0.323
H: 0.75187 -5.61551 -3.07572  0.415
H: -0.72705 -3.87639 -1.93937  0.374
H: -0.29471 -2.10404 -3.44827  0.314
H: 0.12492 -3.56276 -4.33054  0.442
H: 2.23324 -3.93800 -4.95000  0.312
H: 3.21493 -3.69533 -3.46522  0.191
H: 3.39190 -2.59980 -4.83376  0.254
H: 0.36381 -2.03218 -0.96305  0.194
H: 1.82484 -2.59942 -1.31727  0.323
C: 6.07395 4.22338 0.89816  -1.350
C: 5.33795 5.03524 -0.16504  0.270
C: 3.95225 5.54252 0.29649  -0.802
O: 2.92892 4.54279 0.29031  -0.147
C: 2.90894 3.71711 1.44389  -0.910
N: 5.23692 4.23281 -1.39289  -0.722
H: 5.66922 3.21554 1.01473  0.264
H: 7.13042 4.11268 0.62784  0.344
H: 6.03217 4.72313 1.87174  0.348
H: 5.95451 5.91641 -0.38060  0.443
H: 3.61964 6.30623 -0.41693  0.314
H: 4.00778 6.03687 1.27397  0.453
H: 3.18922 4.26418 2.34964  0.407
H: 3.56404 2.85616 1.29886  0.257
H: 1.89141 3.33769 1.57241  0.278
H: 4.82630 4.81165 -2.12729  0.271
H: 4.52678 3.51383 -1.22851  0.292
C: -10.90670 -1.35710 -3.31551  -1.350
C: -9.93534 -2.49775 -3.02129  0.333
C: -8.65167 -2.04107 -2.29045  -0.669
O: -7.69292 -1.39684 -3.13452  -0.426
C: -7.94379 -0.01901 -3.36159  -0.516
N: -9.62182 -3.19346 -4.27804  -0.722
H: -10.57834 -0.72654 -4.14480  0.257
H: -11.88995 -1.75658 -3.58952  0.349
H: -11.04201 -0.72035 -2.43483  0.340
H: -10.45628 -3.20114 -2.36028  0.408
H: -8.14808 -2.93608 -1.90548  0.362
H: -8.88318 -1.41809 -1.41795  0.361
H: -8.37827 0.47271 -2.48542  0.221
H: -8.59254 0.10466 -4.23064  0.249
H: -6.99112 0.46636 -3.59111  0.203
H: -9.04570 -4.00905 -4.06376  0.270
H: -8.99187 -2.58792 -4.81165  0.313
C: 3.29961 2.32204 7.87440  -1.362
C: 3.09650 3.69578 7.23977  0.334
C: 2.02844 3.70644 6.12190  -0.810
O: 2.47517 3.15986 4.87756  -0.190
C: 2.40870 1.74471 4.80123  -0.709
N: 4.39180 4.19250 6.75275  -0.718
H: 3.86558 1.64118 7.23467  0.276
H: 3.85877 2.41585 8.81248  0.344
H: 2.33841 1.85197 8.10778  0.343
H: 2.74741 4.36794 8.03312  0.418
H: 1.77626 4.75225 5.90848  0.323
H: 1.09815 3.22501 6.44707  0.398
H: 1.54854 1.34063 5.34443  0.345
H: 3.33646 1.30620 5.17325  0.260
H: 2.31246 1.46552 3.74831  0.179
H: 4.26728 5.14730 6.41236  0.267
H: 4.62133 3.66385 5.90652  0.313
C: 4.49961 -6.83639 2.56204  -1.425
C: 4.29650 -5.46265 1.92741  0.283
C: 3.22844 -5.45199 0.80954  -0.539
O: 3.67517 -5.99856 -0.43480  -0.328
C: 3.60870 -7.41371 -0.51113  -0.804
N: 5.59180 -4.96593 1.44039  -0.737
H: 5.06558 -7.51725 1.92232  0.283
H: 5.05877 -6.74257 3.50012  0.359
H: 3.53841 -7.30646 2.79542  0.338
H: 3.94741 -4.79048 2.72076  0.432
H: 2.97626 -4.40618 0.59612  0.220
H: 2.29815 -5.93342 1.13471  0.412
H: 2.74854 -7.81779 0.03207  0.354
H: 4.53646 -7.85222 -0.13911  0.276
H: 3.51246 -7.69291 -1.56405  0.266
H: 5.46728 -4.01113 1.10000  0.273
H: 5.82133 -5.49458 0.59416  0.332



What is the total charge in the second record?
+1



Which of these has the lowest strongest force on any atom?
C27H62ClNNbO12



Which value of LUMO level does entry 2 give?
-4.62 eV